1.
Computed, not measured: a single C4H4O3 molecule in a non-equilibrium geometry, with ωB97M-V with the def2-TZVPD basis set.

```
11
Properties=species:S:1:pos:R:3:forces:R:3
C -1.57082 0.23632 -0.53532 -0.22 0.04 0.03
C -0.30414 -0.36499 -0.05998 -0.47 -1.14 -0.17
O 0.21639 -1.33065 -0.60708 -0.95 0.19 0.10
C 0.62143 0.00535 1.10502 -0.17 0.13 0.32
O 0.44642 0.25408 2.26711 0.11 -0.27 -0.99
C 1.85363 -0.00808 0.20694 0.76 1.23 -0.08
O 1.71728 0.87567 -0.61758 0.94 -0.21 0.27
H -2.36103 -0.41027 -0.14864 -0.22 0.13 -0.02
H -1.58321 0.17540 -1.62632 -0.02 -0.02 0.17
H -1.74097 1.26302 -0.21106 0.12 -0.14 0.11
H 2.70501 -0.69583 0.22691 0.13 0.07 0.27
```
Forces are in eV/Å.

Summary:
Relative energy (zero: lowest compared OMol25 entry of this formula, charge and spin) (eV): 2.165
Net charge: 0
HOMO level (eV): -9.86
M (g/mol): 100.07
Structure (SMILES): CC(=O)C(=O)C=O
E_tot (eV): -10353.0473
HOMO-LUMO gap (eV): 9.6


2.
Computed, not measured: C4H4O3 as an isolated structure, with ωB97M-V with the def2-TZVPD basis set.

```
11
Properties=species:S:1:pos:R:3:forces:R:3
O 0.22077 1.44914 -0.99791 -0.43 -0.56 -0.18
C 0.75640 0.47747 -0.28338 -0.19 -0.39 0.51
O 1.96891 -0.16294 -0.51894 0.24 -0.14 -0.15
C 1.67480 0.27271 0.82588 0.23 0.21 0.44
C -0.49237 -0.21609 -0.40601 -0.02 0.18 -0.18
C -1.89548 -0.38202 -0.22568 -0.42 0.19 0.12
O -0.96622 -1.29783 -0.94786 0.14 0.23 -0.52
H 2.24357 1.11068 1.20800 0.22 -0.04 -0.08
H 1.48192 -0.56124 1.50544 0.10 0.32 0.06
H -2.55331 0.12133 -0.92395 -0.02 0.09 0.20
H -2.31022 -0.74435 0.71219 0.14 -0.10 -0.22
```
Forces are in eV/Å.

Summary:
Relative energy (zero: lowest compared OMol25 entry of this formula, charge and spin) (eV): 5.407
Net charge: 0
HOMO level (eV): -9.38
M (g/mol): 100.07
E_tot (eV): -10349.8055
HOMO-LUMO gap (eV): 9.8


3.
Computed, not measured: a single C4H4O3 molecule in a non-equilibrium geometry, with ωB97M-V with the def2-TZVPD basis set.

```
11
Properties=species:S:1:pos:R:3:forces:R:3
O -1.45941 1.62039 -0.68688 -0.98 0.39 0.62
C -1.43976 0.84652 0.23006 0.42 -1.63 -0.75
C -0.06433 0.35154 0.74912 -1.17 -0.61 -2.33
C 0.83042 0.34202 -0.45874 0.14 -4.60 1.76
C 1.13079 -0.96765 -0.64673 0.88 0.18 -1.50
O 0.62037 -1.86564 0.28868 0.91 1.53 -1.45
O -0.25128 -1.03557 1.04345 -0.84 0.05 1.60
H -2.28707 0.14201 0.54287 0.35 1.18 -0.13
H 0.23552 0.91252 1.57279 0.90 0.79 1.70
H 0.96285 1.10915 -1.11579 0.56 1.88 -1.41
H 1.72189 -1.45529 -1.51883 -1.17 0.85 1.90
```
Forces are in eV/Å.

Summary:
Relative energy (zero: lowest compared OMol25 entry of this formula, charge and spin) (eV): 4.804
Net charge: 0
HOMO level (eV): -8.99
M (g/mol): 100.07
Structure (SMILES): O=C[C@@H]1C=COO1
E_tot (eV): -10350.4077
HOMO-LUMO gap (eV): 9.8


4.
Computed, not measured: a single C4H4O3 molecule, with ωB97M-V with the def2-TZVPD basis set.

```
11
Properties=species:S:1:pos:R:3:forces:R:3
C 0.46001 0.81291 -1.82207 -0.01 0.02 0.06
C 0.29752 0.48993 -0.37992 -0.19 -0.10 -0.38
O -0.70507 -0.37454 -0.25508 0.30 0.19 0.01
C 0.05610 -0.39250 2.09512 0.22 0.34 0.58
O 0.50485 0.29288 2.95177 -0.30 -0.46 -0.51
C -0.86238 -0.81793 1.05882 -0.26 0.01 0.04
O 0.25049 -1.61749 1.57120 0.12 -0.03 0.06
H 0.54621 1.90043 -1.92006 0.01 -0.13 0.00
H -0.29945 0.41029 -2.50224 0.05 0.02 0.14
H 1.45043 0.42039 -2.09280 -0.09 0.06 0.02
H -1.84680 -1.24909 1.21492 0.14 0.08 -0.02
```
Forces are in eV/Å.

Summary:
Relative energy (zero: lowest compared OMol25 entry of this formula, charge and spin) (eV): 4.202
Net charge: 0
HOMO level (eV): -9.30
M (g/mol): 100.07
E_tot (eV): -10351.0100
HOMO-LUMO gap (eV): 9.7


5.
Computed, not measured: C4H4O3 as an isolated structure, with ωB97M-V with the def2-TZVPD basis set.

```
11
Properties=species:S:1:pos:R:3:forces:R:3
O -0.17529 1.87094 0.58156 -0.08 -0.04 -0.09
C -0.71442 1.05707 -0.34858 -0.29 0.13 0.11
C -0.21518 -0.28116 -0.09527 0.08 0.26 -0.02
C -0.45556 -1.44499 0.74109 0.02 -0.06 0.31
O -0.56839 -1.48597 -0.69599 -0.04 -0.03 -0.19
C 0.96373 0.48013 -0.55068 0.45 -0.15 -0.11
O 1.39969 1.56747 0.10702 -0.11 -0.14 -0.06
H -1.36321 1.45302 -1.12249 0.06 -0.09 0.10
H 0.38779 -1.99763 1.15101 -0.12 0.07 -0.09
H -1.39951 -1.52052 1.27735 0.13 0.02 -0.09
H 1.66555 0.03132 -1.25507 -0.09 0.02 0.12
```
Forces are in eV/Å.

Summary:
Relative energy (zero: lowest compared OMol25 entry of this formula, charge and spin) (eV): 7.992
Net charge: 0
HOMO level (spin up / spin down) (eV): -8.78 / -8.69
M (g/mol): 100.07
E_tot (eV): -10347.2203
HOMO-LUMO gap (spin up / spin down) (eV): 7.6 / 7.7


6.
Computed, not measured: C4H4O3 as an isolated structure, with ωB97M-V with the def2-TZVPD basis set.

```
11
Properties=species:S:1:pos:R:3:forces:R:3
C 0.27811 -1.51344 0.06243 0.26 -0.42 -0.17
C 0.28638 -0.24896 -0.63975 -0.20 -0.14 0.23
O 0.77236 -1.30034 -1.32448 -0.44 -0.20 0.07
C 0.70225 1.11274 -0.13573 0.48 0.55 0.07
O 1.53787 1.92653 -0.38488 -0.34 -0.53 0.37
C -0.73278 1.08931 0.41127 -0.12 0.37 0.37
O -1.03887 0.33252 -0.78109 -0.03 -0.25 -0.12
H 1.00658 -1.81365 0.81264 0.11 0.09 -0.39
H -0.71916 -1.96119 0.12732 0.44 -0.09 -0.15
H -0.76974 0.39671 1.26654 -0.16 0.49 0.08
H -1.32301 1.97976 0.58575 0.00 0.14 -0.38
```
Forces are in eV/Å.

Summary:
Relative energy (zero: lowest compared OMol25 entry of this formula, charge and spin) (eV): 3.558
Net charge: 0
HOMO level (eV): -10.36
M (g/mol): 100.07
E_tot (eV): -10351.6542
HOMO-LUMO gap (eV): 11.1


7.
Computed, not measured: a single C4H4O3 molecule, with ωB97M-V with the def2-TZVPD basis set.

```
11
Properties=species:S:1:pos:R:3:forces:R:3
C -1.64207 0.29059 -0.48860 -0.04 0.04 -0.03
C -0.79906 -0.79243 0.11562 -0.54 -0.68 -0.23
O -0.96888 -1.97116 0.12564 0.10 0.64 0.06
C 0.88685 -0.13988 0.20266 0.18 0.12 0.29
O 0.14645 -0.18539 1.23430 0.32 0.09 -0.33
C 2.30959 0.27699 0.28105 0.10 0.42 -0.06
O 2.60511 1.45123 0.26615 -0.13 -0.51 0.06
H -2.60961 0.29544 0.02126 0.10 -0.02 -0.02
H -1.80832 0.03612 -1.53752 0.03 0.02 0.14
H -1.17755 1.27391 -0.42207 -0.07 -0.16 0.03
H 3.05750 -0.53543 0.20151 -0.04 0.04 0.07
```
Forces are in eV/Å.

Summary:
Relative energy (zero: lowest compared OMol25 entry of this formula, charge and spin) (eV): 3.900
Net charge: 0
HOMO level (eV): -9.32
M (g/mol): 100.07
E_tot (eV): -10351.3123
HOMO-LUMO gap (eV): 9.1


8.
Computed, not measured: a 2-piece molecular cluster, C4H4O3 overall in a non-equilibrium geometry, with ωB97M-V with the def2-TZVPD basis set.

```
11
Properties=species:S:1:pos:R:3:forces:R:3
C 0.69403 1.34518 0.67128 1.98 -0.69 -0.92
C -0.46006 0.58153 0.35616 -1.30 -0.49 0.10
C -1.61714 1.23487 0.65364 3.54 -3.00 -1.63
C 0.49239 -1.24571 -0.67914 -1.84 3.46 -1.88
O -2.58390 1.82633 0.64702 -2.14 1.26 0.59
O 0.96747 2.02618 1.63476 -0.17 0.25 -0.32
O -0.42791 -2.04910 -1.19723 1.37 2.79 -2.25
H 1.46054 1.13777 -0.19033 -0.26 0.69 1.24
H 1.01633 -0.55794 -1.40911 -0.95 -1.00 0.90
H 1.07112 -1.61084 0.09775 0.86 -0.46 1.73
H -0.61286 -2.68825 -0.58479 -1.09 -2.81 2.43
```
Forces are in eV/Å.

Summary:
Relative energy (zero: lowest compared OMol25 entry of this formula, charge and spin) (eV): 4.696
Net charge: 0
HOMO level (spin up / spin down) (eV): -8.70 / -8.70
M (g/mol): 100.07
E_tot (eV): -10350.5160
HOMO-LUMO gap (spin up / spin down) (eV): 7.9 / 7.9


9.
Computed, not measured: a single C4H4O3 molecule, with ωB97M-V with the def2-TZVPD basis set.

```
11
Properties=species:S:1:pos:R:3:forces:R:3
C 1.45344 -0.16561 1.12972 0.05 -0.01 0.08
C 0.36992 0.83105 0.80408 0.04 0.32 0.24
O 0.15073 1.85536 1.41980 0.03 -0.39 -0.09
C -0.37529 0.60513 -0.45065 -0.03 -0.05 0.15
O -1.37568 -0.22084 -0.32902 0.56 0.18 -0.14
C -1.69127 -0.43482 -1.72478 -0.10 -0.65 -0.62
O -1.46686 -1.47439 -2.23783 -0.33 0.55 0.39
H 1.00011 -1.09665 1.48800 0.01 0.12 -0.04
H 2.09820 0.25225 1.90448 -0.08 -0.05 -0.08
H 2.04662 -0.41196 0.24201 -0.13 0.08 0.10
H -2.09171 0.48546 -2.15792 -0.03 -0.10 0.01
```
Forces are in eV/Å.

Summary:
Relative energy (zero: lowest compared OMol25 entry of this formula, charge and spin) (eV): 3.415
Net charge: 0
HOMO level (eV): -9.41
M (g/mol): 100.07
E_tot (eV): -10351.7968
HOMO-LUMO gap (eV): 9.3


10.
Computed, not measured: an isolated ion of composition C4H4O4 and charge -2 in a non-equilibrium geometry, with ωB97M-V with the def2-TZVPD basis set.

```
12
Properties=species:S:1:pos:R:3:forces:R:3
O 1.79807 0.98088 -1.96517 -0.14 0.00 0.00
C 1.01443 0.03055 -1.67964 0.59 0.55 -0.07
O 0.59334 -0.83363 -2.48279 -0.38 -0.23 0.04
C 0.65666 -0.11456 -0.18510 0.03 -0.65 0.35
C -0.82089 -0.11292 0.20394 -0.37 2.09 -0.76
C -1.06670 -0.02146 1.72906 0.11 -0.75 -0.49
O -0.87889 1.11793 2.23026 -0.14 -0.42 0.31
O -1.41758 -1.09663 2.28301 -0.08 0.27 0.54
H 1.13631 -1.06655 0.10198 -0.17 0.12 0.18
H 1.08687 0.68668 0.41683 0.34 -0.02 -0.27
H -1.44167 -0.78831 -0.38442 0.18 -0.55 0.43
H -1.15977 0.90564 -0.09281 0.04 -0.41 -0.27
```
Forces are in eV/Å.

Summary:
Relative energy (zero: lowest compared OMol25 entry of this formula, charge and spin) (eV): 0.200
Net charge: -2
HOMO level (eV): -0.51
M (g/mol): 116.07
Structure (SMILES): O=C([O-])CCC(=O)[O-]
E_tot (eV): -12403.0516
HOMO-LUMO gap (eV): 7.5